Density functional theory data (ωB97M-V/def2-TZVPD) for the molecule C2H5N3S at a distorted geometry.

Calculated values
- Total energy: -17458.2699 eV
- Strongest force on any atom: 8.85 eV/A
- Orbital gap: 8.61 eV
- Highest occupied orbital energy: -0.3117 Ha
- LUMO level: 0.1245 eV

```
11
Properties=species:S:1:pos:R:3:forces:R:3
C -1.18054 0.14438 -0.23014 -1.83 5.55 2.26
C 1.01007 -0.85139 -0.26957 0.37 -2.22 1.48
H -2.15421 -0.87665 1.47470 -0.46 1.89 -2.93
H -3.15803 0.25320 0.40946 1.09 -0.73 0.69
H -1.43525 1.93669 0.18291 -0.06 0.38 -0.37
H -0.75238 -1.87691 -0.19309 1.12 4.33 -2.10
H 1.22459 -2.03095 -0.16054 0.27 2.76 -0.66
N -2.31314 -0.33956 0.51727 0.10 -0.42 1.00
N -0.82940 1.40167 -0.44066 -1.57 -2.45 0.64
N -0.34128 -0.78593 -0.56134 0.85 -8.79 0.55
S 1.98030 0.30646 0.29237 0.12 -0.29 -0.57
```
Forces are in eV/Å.